(1)
Below is 2 unconnected molecules or ions with the total composition C5H12N in a non-equilibrium geometry, with properties calculated with wB97M-V/def2-TZVPD.

```
18
Properties=species:S:1:pos:R:3:forces:R:3
C 0.947890 2.160833 -0.622879 -0.221 -0.101 -0.170
C 1.073570 0.681958 -0.405622 0.353 -0.225 -1.000
C 0.228085 -0.219437 -0.919257 0.393 -0.209 -0.787
C 0.457495 -1.705178 -0.926242 0.138 0.043 0.072
H 0.432492 2.335684 -1.567515 -0.001 0.085 -0.014
H 0.346581 2.646141 0.146437 0.201 0.097 0.167
H 1.927320 2.631928 -0.681432 -0.080 0.042 0.156
H 2.037088 0.280793 -0.094312 -0.154 0.121 0.750
H -0.561541 0.109525 -1.591065 -0.320 0.248 0.376
H 0.981613 -2.050157 -0.035427 0.016 -0.047 0.055
H -0.474135 -2.257195 -1.035705 -0.028 -0.058 0.062
H 1.087408 -1.971821 -1.777557 -0.078 -0.001 -0.051
C -2.008931 -0.491619 1.462122 -0.153 0.525 0.062
N -0.791573 -0.309060 1.773428 -0.320 -0.842 -0.462
H -2.397395 0.004601 0.578707 0.071 -0.396 -0.269
H -2.661022 -1.080486 2.092656 -0.149 0.221 0.197
H -0.503586 -0.727192 2.651039 0.593 0.018 -0.065
H -0.121356 -0.039318 0.952625 -0.262 0.478 0.920
```
Forces are in eV/Å.

## Properties
Energy relative to the best compared isomer or geometry (same formula, charge and spin), kcal per mole: 50.4
Charge: +1
HOMO, eV: -13.754



(2)
Below is a gas-phase ion, C5H12N (charge +1), with properties calculated with wB97M-V/def2-TZVPD.

```
18
Properties=species:S:1:pos:R:3:forces:R:3
C 2.535891 -0.109282 -0.078971 0.509 0.225 -0.395
C 1.111611 -0.305946 -0.515882 0.538 0.277 -0.322
C 0.316581 0.697727 -0.899294 -0.184 -0.851 0.004
C -1.200340 0.618661 -0.919021 0.347 -0.271 -0.209
C -1.832107 -0.305248 0.126838 0.559 -0.338 0.163
N -1.039244 -0.318636 1.438555 -0.121 0.524 -0.776
H 2.563940 0.404863 0.884073 -0.056 -0.203 0.114
H 3.098093 -1.037085 0.010460 -0.122 -0.021 -0.007
H 3.110482 0.550792 -0.735553 -0.171 -0.067 -0.171
H 0.780915 -1.341725 -0.588805 -0.467 -0.023 0.738
H 0.778988 1.583477 -1.313638 -0.088 0.533 0.695
H -1.498076 0.163694 -1.865166 -0.355 0.543 -0.217
H -1.586584 1.629877 -0.808226 -0.190 -0.025 -0.273
H -2.838026 -0.042922 0.421744 -0.248 0.130 -0.315
H -1.805025 -1.319402 -0.266459 -0.192 -0.106 0.360
H -1.604401 -0.555988 2.251187 0.047 -0.251 -0.017
H -0.237134 -0.932970 1.302166 0.086 -0.072 0.365
H -0.655564 0.620106 1.555995 0.104 -0.004 0.260
```
Forces are in eV/Å.

## Properties
Energy relative to the best compared isomer or geometry (same formula, charge and spin), kcal per mole: 33.3
Charge: +1
HOMO, eV: -13.301
SMILES string: C/C=C/CC[NH3+]



(3)
Below is a gas-phase ion, C5H12N (charge +1), with properties calculated with wB97M-V/def2-TZVPD.

```
18
Properties=species:S:1:pos:R:3:forces:R:3
C 0.793233 -1.729609 1.899437 0.376 -0.322 -0.271
C 0.258248 -0.571360 1.555290 -0.054 -0.310 -0.021
C -0.631580 -0.426079 0.347965 -0.315 0.539 0.781
C 0.130649 0.300230 -0.751603 -0.174 0.365 0.021
C 0.400341 1.761834 -0.399147 -0.514 -0.130 -0.218
N -0.761673 0.331678 -1.989485 -0.078 -0.346 -0.181
H 1.572611 -1.837682 2.640584 -0.289 0.159 0.364
H 0.540093 -2.647858 1.377758 0.023 0.088 -0.122
H 0.442455 0.319590 2.140743 0.207 0.103 -0.079
H -1.470597 0.217596 0.638743 -0.132 -0.008 -0.134
H -1.071320 -1.384057 0.074090 0.310 -0.169 -0.309
H 1.036987 -0.229162 -1.032324 0.034 -0.080 -0.099
H -0.531019 2.213960 -0.045297 0.013 0.006 0.061
H 0.701439 2.329578 -1.280682 0.357 -0.003 0.125
H 1.124265 1.861444 0.401038 0.211 -0.039 -0.105
H -1.027760 -0.611105 -2.282982 -0.044 -0.016 0.111
H -1.618546 0.842128 -1.764225 -0.021 0.015 -0.086
H -0.326178 0.773421 -2.802224 0.089 0.146 0.161
```
Forces are in eV/Å.

## Properties
Energy relative to the best compared isomer or geometry (same formula, charge and spin), kcal per mole: 21.9
Charge: +1
HOMO, eV: -13.576
SMILES string: C=CC[C@H](C)[NH3+]